[1]
The following is a DFT calculation (ωB97M-V/def2-TZVPD) of an isolated molecule of C8H13NOS2 in a non-equilibrium geometry.

**Largest force on an atom**: 5.3 eV/A
**LUMO (spin up / spin down)**: -0.533 / -0.535 eV
**HOMO level (spin up / spin down)**: -7.731 / -7.729 eV
**Molecular weight**: 203.33 u
**Energy relative to the best compared isomer or geometry (same formula, charge and spin)**: 129.7 kcal per mole

Geometry as XYZ:
```
25
Properties=species:S:1:pos:R:3:forces:R:3
C 1.5781 -2.1169 -1.8301 -1.5346 0.0254 -0.5372
C 1.2951 -0.3154 -0.4738 -3.7680 -1.6663 -0.2126
C -0.5622 -1.4258 -0.4862 3.4759 1.6312 -0.1455
C -3.4522 -0.5110 -1.2099 0.6712 3.6181 -1.0003
C 2.6221 1.6855 -0.0826 -1.4646 1.9656 -1.6641
C 1.2741 0.6409 1.8830 3.5458 -3.3427 -2.1266
C -2.8689 -0.2777 0.1417 0.3101 -1.7595 1.7760
C 1.3263 0.8845 0.3309 0.9844 1.9883 1.3946
N 1.9572 -0.9617 -1.2923 0.3122 0.1159 0.8708
O -1.3691 -1.3969 1.9982 1.0624 0.4889 2.2977
S -0.1186 -2.5133 -1.5854 1.9297 -0.5680 -0.1503
S -1.7986 -1.7716 0.6755 -2.3373 0.4269 -2.2155
H 2.1942 -2.5524 -2.5913 -0.2773 -0.3200 -0.3368
H -3.7446 0.5341 -1.6301 0.2063 -1.6049 0.6268
H -2.5789 -0.7500 -1.8472 -1.0465 -0.8027 -0.2250
H -4.3705 -1.0675 -1.1624 0.1367 -0.8330 -0.4696
H 2.8746 2.3132 0.7521 0.1712 0.4385 0.3308
H 2.4743 2.4129 -1.0224 0.0279 -1.7061 2.0059
H 3.4836 1.1017 -0.3195 0.3413 -0.8047 -0.0270
H 2.2527 0.2434 2.3109 -0.8520 0.8413 -0.6794
H 0.6356 -0.1692 2.0522 -1.4861 -1.0041 0.3825
H 0.9716 1.4613 2.3786 -0.9627 2.9096 1.6434
H -3.6362 -0.3026 0.9526 0.7143 0.5558 -0.4954
H -2.0891 0.4874 0.2464 -0.6959 0.2045 -0.0624
H 0.4432 1.5658 0.2598 0.5356 -0.7980 -0.9810
```
Forces are in eV/Å.

***

[2]
The following is a DFT calculation (ωB97M-V/def2-TZVPD) of a cluster of 11 separate species, C6H32O11 in total in a non-equilibrium geometry.

**Largest force on an atom**: 6.3 eV/A
**LUMO**: -0.119 eV
**Structure (SMILES)**: C/C=C/CCCO.O.O.O.O.O.O.O.O.O.O
**HOMO level**: -9.399 eV
**Molecular weight**: 280.31 u
**Energy relative to the best compared isomer or geometry (same formula, charge and spin)**: 115.9 kcal per mole

Geometry as XYZ:
```
49
Properties=species:S:1:pos:R:3:forces:R:3
C -2.4638 -1.6979 1.3456 -0.4534 -0.8811 -1.7589
C -1.2246 -1.4114 2.1714 -1.6233 0.8891 0.6919
C -0.2143 -2.2351 2.4449 -0.1986 -0.6839 0.8769
C 1.2062 -1.7847 2.8239 -0.8991 0.1998 3.5147
C 2.0481 -2.1359 1.6962 4.1937 2.0127 -3.6189
C 1.5444 -1.6990 0.2812 -3.7714 3.5091 3.5925
O 1.6372 -0.1706 0.1373 -0.8110 -1.3002 0.5159
H -2.6523 -2.7848 1.1573 0.1428 0.6735 0.4576
H -3.4870 -1.1948 1.4547 1.7191 -0.4701 0.7583
H -2.1273 -1.3254 0.3460 -0.4723 -0.2692 0.5934
H -1.2826 -0.3463 2.4857 1.0163 -0.6429 -0.2084
H -0.3434 -3.3692 2.2885 0.2610 1.7981 -0.0915
H 1.3615 -0.6851 3.0746 -0.9360 -1.2216 -0.4811
H 1.6442 -2.3170 3.7990 -1.1547 0.8631 -2.0196
H 2.9929 -1.4292 1.7023 -1.0311 -2.0114 0.5696
H 2.3026 -3.1886 1.6475 0.3165 -0.1929 0.1047
H 1.9503 -2.0798 -0.5931 0.5758 -1.3030 -1.2816
H 0.3854 -1.7196 0.4779 2.2517 -0.6575 -1.7256
H 2.3916 0.0955 -0.3750 0.8832 -0.1795 -0.2754
O 1.5608 2.1082 -3.4328 2.0018 1.5768 0.2047
H 0.9903 1.4220 -3.2105 -1.4038 -2.6654 0.4130
H 0.9592 2.6824 -3.8689 -0.6578 1.0261 -0.9475
O -1.7162 0.7840 -0.5853 -0.0775 1.0481 0.8960
H -0.9548 1.2014 -0.1508 0.5739 -0.4927 -0.3448
H -2.3660 1.3450 -0.1638 -1.0567 0.2233 0.2433
O -0.6902 -1.0255 -1.8228 0.9584 -0.7307 -0.4834
H -0.0764 -0.4736 -1.2939 -0.9018 -0.5482 -0.1709
H -1.5767 -0.9869 -1.4596 0.3982 0.3584 0.1495
O -1.6138 1.8133 -3.1714 0.8665 -1.9729 3.0714
H -1.6322 1.3390 -2.2066 0.3926 1.0641 -3.0069
H -2.3518 2.3778 -3.0429 -1.1603 1.0800 -0.3069
O -2.1546 3.3030 0.6936 5.1130 -2.5769 0.1251
H -1.3607 3.1998 0.0213 -2.0132 0.6557 1.8729
H -2.8069 3.7381 0.2528 -2.8750 2.1012 -1.9969
O -1.8233 2.0083 4.2582 -2.3533 -0.9264 -0.6572
H -1.9917 2.2277 3.3395 -0.8395 -0.1223 -0.4032
H -0.9834 2.3607 4.2912 3.1809 1.1004 0.9525
O 0.1897 -4.0644 -1.1122 -2.2317 0.5004 -0.1741
H 0.7485 -3.9926 -0.3469 0.1271 0.0602 0.5664
H -0.6952 -3.6403 -0.8590 2.1188 -0.7581 -0.4976
O 0.5270 2.8329 -0.8682 -0.6260 0.5639 0.6011
H 0.4617 3.1556 -1.7798 0.2797 -0.5282 0.1147
H 1.1020 2.0640 -0.8666 0.0771 -0.1652 -0.3051
O 1.2674 -0.7724 -3.7124 -0.4433 -3.5543 -3.3827
H 1.0978 -1.4549 -4.5549 0.7557 3.1250 2.9853
H 1.0501 -1.4369 -3.0401 -0.2330 0.4080 0.3173
O 3.5069 3.0675 0.1427 -4.1094 0.2612 0.7119
H 2.9282 3.1702 -0.6835 1.4046 -0.0726 1.4951
H 2.7354 3.1254 0.8677 2.7247 -0.1708 -2.2576
```
Forces are in eV/Å.

***

[3]
The following is a DFT calculation (ωB97M-V/def2-TZVPD) of an isolated molecule of C4H5NO in a non-equilibrium geometry.

**Largest force on an atom**: 7.9 eV/A
**LUMO**: 0.742 eV
**Structure (SMILES)**: C#CCC(N)=O
**HOMO level**: -9.187 eV
**Molecular weight**: 83.09 u
**Energy relative to the best compared isomer or geometry (same formula, charge and spin)**: 92.6 kcal per mole

Geometry as XYZ:
```
11
Properties=species:S:1:pos:R:3:forces:R:3
C -2.1480 0.1427 -0.3130 5.4737 -3.4755 3.0671
C -0.9793 -0.3944 -0.0395 -7.6051 -0.5538 -2.0230
C 0.3741 -1.1670 0.0081 -2.4947 1.2316 -1.5468
C 1.2689 0.0769 -0.0269 -0.4616 -2.0803 -0.9419
N 0.4948 1.2162 -0.0710 0.5392 3.2079 2.3838
O 2.4526 -0.0680 -0.2183 0.2032 1.2159 0.2104
H -3.1575 0.3950 0.0901 1.2593 -0.1654 -1.0193
H 0.4829 -1.6545 0.9518 -0.0715 -0.4325 0.6737
H 0.4768 -1.9868 -0.8442 -0.0336 2.1879 1.6329
H 1.1475 2.0019 -0.1492 -0.4361 0.0642 0.1363
H -0.4127 1.4379 0.6120 3.6274 -1.1999 -2.5731
```
Forces are in eV/Å.

***

[4]
The following is a DFT calculation (ωB97M-V/def2-TZVPD) of an isolated molecule of C3H4ClNS in a non-equilibrium geometry.

**Largest force on an atom**: 4.0 eV/A
**LUMO**: 0.660 eV
**Structure (SMILES)**: Cl[C@@H]1C=NCS1
**HOMO level**: -9.147 eV
**Molecular weight**: 121.59 u
**Energy relative to the best compared isomer or geometry (same formula, charge and spin)**: 23.0 kcal per mole

Geometry as XYZ:
```
10
Properties=species:S:1:pos:R:3:forces:R:3
Cl -1.4386 1.3638 1.7802 -0.3457 -0.5849 -0.3136
C -1.2056 0.2334 0.4266 2.8482 2.0865 -1.7874
C -0.1431 -0.7627 0.7028 -0.0407 -0.8764 2.8998
N 0.9104 -0.8172 0.0542 1.4688 -1.6355 0.0498
C 1.1576 0.1102 -0.9461 -0.1541 1.2749 -3.0465
S -0.4130 1.1740 -1.1569 -0.6504 -1.6161 1.7174
H -2.0011 -0.3541 0.1125 -2.3557 -0.1091 -0.2836
H -0.2419 -1.4310 1.6556 -0.0654 1.0585 -1.8572
H 1.9199 0.8183 -0.5775 -0.0053 -0.5428 -0.4699
H 1.4553 -0.3347 -2.0513 -0.6996 0.9450 3.0912
```
Forces are in eV/Å.

***

The lowest molecular weight belongs to which entry? C4H5NO